No. 1
A gas-phase ion, C18H36BrN4O (charge +1). Source: the Open Molecules 2025 dataset; level of theory: ωB97M-V/def2-TZVPD.

Structure (XYZ):
```
60
Properties=species:S:1:pos:R:3:lowdin_charge:R:1
C 4.23 0.05 1.78 -0.106
C 2.76 0.22 1.36 -0.268
C 2.15 1.55 1.88 -0.194
C 1.67 2.42 0.71 -0.207
C 0.58 3.40 1.15 -0.197
C -0.82 2.77 1.28 -0.205
C -1.73 2.98 0.05 -0.198
C -1.06 2.66 -1.30 -0.197
C -0.92 1.15 -1.47 -0.238
C -0.20 0.84 -2.80 -0.175
C -0.23 -0.70 -3.04 -0.176
C 1.17 -1.36 -3.12 -0.175
C 1.40 -2.52 -2.14 -0.172
C 0.90 -2.18 -0.73 -0.177
C -0.40 -2.94 -0.32 -0.077
C -0.56 -2.70 1.11 -0.274
N 0.27 -3.17 2.02 0.160
N -0.12 -2.71 3.18 0.065
N -1.15 -2.00 2.99 -0.516
Br -1.94 -1.17 4.43 0.958
N -1.48 -1.96 1.69 0.039
C -2.60 -1.19 1.13 -0.075
C -3.57 -2.00 0.26 -0.204
O -4.31 -1.09 -0.54 -0.035
H 4.32 0.06 2.86 0.074
H 4.82 0.88 1.38 0.078
H 4.63 -0.89 1.41 0.069
H 2.73 0.15 0.28 0.091
H 2.23 -0.65 1.77 0.080
H 1.30 1.28 2.50 0.096
H 2.91 2.05 2.47 0.111
H 1.37 1.79 -0.13 0.079
H 2.53 2.99 0.37 0.122
H 0.51 4.24 0.47 0.111
H 0.84 3.80 2.12 0.112
H -0.77 1.69 1.46 0.080
H -1.32 3.19 2.15 0.105
H -2.56 2.28 0.17 0.092
H -2.17 3.97 0.06 0.111
H -1.75 3.01 -2.06 0.118
H -0.10 3.15 -1.42 0.108
H -0.36 0.72 -0.63 0.076
H -1.91 0.67 -1.49 0.107
H 0.82 1.21 -2.75 0.108
H -0.73 1.34 -3.60 0.113
H -0.89 -1.15 -2.30 0.075
H -0.71 -0.85 -4.01 0.109
H 1.95 -0.61 -3.01 0.105
H 1.27 -1.77 -4.13 0.108
H 0.99 -3.46 -2.50 0.116
H 2.47 -2.66 -2.05 0.112
H 0.67 -1.13 -0.59 0.092
H 1.64 -2.47 0.01 0.103
H -1.21 -2.53 -0.91 0.091
H -0.27 -4.00 -0.52 0.142
H -2.25 -0.30 0.62 0.116
H -3.17 -0.83 1.98 0.094
H -3.09 -2.70 -0.41 0.111
H -4.30 -2.53 0.88 0.132
H -4.51 -0.31 -0.01 0.098
```

- relative energy (zero: lowest compared OMol25 entry of this formula, charge and spin) (kcal/mol) = 11.0
- HOMO level (Eh) = -0.479
- SMILES = CCCCCCCCCCCCCCCc1nnn(Br)[n+]1CCO
- total charge = +1
- orbital gap (eV) = 8.1

=====

No. 2
A molecular structure, C18H36FHfO18. Source: the Open Molecules 2025 dataset; level of theory: ωB97M-V/def2-TZVPD.

Structure (XYZ):
```
74
Properties=species:S:1:pos:R:3:lowdin_charge:R:1
Hf 0.79 2.85 -0.54 2.029
F -0.40 0.52 0.93 -0.568
C -2.80 -7.70 -0.77 -0.014
O -2.87 -6.86 0.35 0.050
C -3.01 -5.49 0.20 -0.389
O -3.30 -4.98 -0.90 0.173
O -2.97 -4.89 1.48 0.045
C -2.89 -3.50 1.69 -0.037
H -2.66 -8.74 -0.50 0.120
H -1.94 -7.46 -1.40 0.115
H -3.70 -7.54 -1.37 0.121
H -3.81 -2.93 1.80 0.112
H -2.38 -2.95 0.90 0.095
H -2.29 -3.34 2.58 0.112
C -5.78 5.63 0.04 -0.020
O -4.56 5.07 -0.37 0.025
C -4.11 3.88 0.21 -0.491
O -2.95 3.53 0.12 0.093
O -5.12 3.12 0.68 0.004
C -4.84 1.79 1.17 0.003
H -6.56 5.56 -0.72 0.122
H -5.54 6.69 0.01 0.114
H -6.08 5.29 1.03 0.115
H -4.46 1.63 2.18 0.107
H -4.36 1.19 0.39 0.100
H -5.85 1.40 1.24 0.103
C 0.92 -3.17 -1.65 -0.034
O 2.21 -2.91 -2.12 0.037
C 2.53 -1.63 -2.39 -0.528
O 1.94 -0.64 -1.94 0.059
O 3.41 -1.66 -3.40 0.030
C 3.77 -0.44 -4.08 -0.004
H 0.19 -3.02 -2.44 0.106
H 0.67 -2.52 -0.81 0.094
H 0.83 -4.20 -1.30 0.106
H 4.46 0.10 -3.45 0.099
H 2.82 0.07 -4.29 0.086
H 4.30 -0.52 -5.03 0.109
C -0.77 0.85 -5.87 -0.008
O -1.71 0.04 -5.13 0.012
C -1.96 0.34 -3.84 -0.560
O -1.37 1.09 -3.16 0.114
O -2.88 -0.47 -3.20 0.032
C -3.78 -1.26 -3.97 -0.016
H -1.14 1.81 -6.23 0.108
H -0.31 0.21 -6.63 0.111
H 0.06 1.22 -5.28 0.075
H -4.07 -0.81 -4.92 0.113
H -4.67 -1.62 -3.47 0.110
H -3.22 -2.16 -4.21 0.113
C 0.75 1.51 5.09 0.011
O 1.80 2.51 5.23 0.039
C 2.01 3.33 4.22 -0.594
O 1.47 3.33 3.12 0.077
O 2.97 4.22 4.45 0.023
C 3.55 4.60 5.77 0.035
H 0.68 0.91 6.00 0.106
H 0.98 0.81 4.29 0.091
H -0.23 1.95 4.91 0.104
H 4.17 3.78 6.13 0.098
H 2.88 4.90 6.58 0.105
H 4.22 5.43 5.59 0.101
C 7.53 0.88 1.02 -0.005
O 6.28 1.37 0.50 0.015
C 5.07 0.79 0.82 -0.497
O 4.04 1.51 0.81 0.041
O 5.15 -0.42 1.38 0.000
C 3.97 -0.98 2.10 0.030
H 8.30 1.57 0.67 0.106
H 7.86 -0.10 0.69 0.109
H 7.57 0.98 2.10 0.111
H 3.72 -0.38 2.97 0.093
H 4.42 -1.92 2.44 0.108
H 3.06 -1.07 1.52 0.090
```

- relative energy (zero: lowest compared OMol25 entry of this formula, charge and spin) (kcal/mol) = 466.0
- HOMO level (Eh) = -0.622
- total charge = +3
- orbital gap (eV) = 1.6

=====

No. 3
A molecular structure, C18H36Mg2O31P3V. Source: the Open Molecules 2025 dataset; level of theory: ωB97M-V/def2-TZVPD.

Structure (XYZ):
```
91
Properties=species:S:1:pos:R:3:lowdin_charge:R:1
O -1.85 -3.25 -1.97 -0.364
V -1.50 -3.12 -0.39 1.078
Mg 1.09 -2.06 0.68 0.322
Mg -0.15 1.48 0.78 0.398
P 0.60 -4.53 0.74 0.009
O 1.79 -3.71 0.32 -0.301
O -0.42 -4.90 -0.33 -0.363
O -0.19 -3.27 1.15 -0.420
O 0.64 -5.77 1.64 -0.366
P -1.46 3.16 2.33 0.029
O -2.94 3.22 1.96 -0.238
O -1.03 4.63 2.35 -0.350
O -1.21 3.07 0.81 -0.256
O -0.62 1.90 2.54 -0.352
P -0.61 -0.60 -0.47 0.065
O -0.41 0.81 -0.89 -0.262
O 0.15 -1.86 -0.93 -0.338
O -1.96 -1.13 -0.16 -0.307
O 0.21 -0.38 0.84 -0.331
C 3.23 -2.23 -2.25 -0.044
O 4.25 -1.93 -1.35 0.012
C 4.00 -1.33 -0.14 -0.443
O 2.82 -1.10 0.23 0.069
O 5.15 -1.04 0.43 0.035
C 5.06 -0.28 1.59 -0.017
H 2.93 -1.41 -2.91 0.081
H 2.36 -2.47 -1.63 0.068
H 3.37 -3.12 -2.87 0.106
H 4.85 0.76 1.32 0.098
H 6.02 -0.52 2.05 0.105
H 4.36 -0.76 2.28 0.099
C -3.41 1.53 -0.79 -0.082
O -4.24 2.35 -1.57 -0.049
C -4.36 3.71 -1.13 -0.471
O -3.47 4.31 -0.52 0.113
O -5.57 4.20 -1.41 -0.018
C -5.93 5.45 -0.94 -0.082
H -3.74 1.47 0.25 0.093
H -2.42 1.98 -0.85 0.071
H -3.51 0.51 -1.15 0.085
H -5.04 6.07 -0.97 0.090
H -6.24 5.37 0.11 0.102
H -6.67 5.91 -1.60 0.087
C -0.09 -0.29 -4.10 -0.040
O -0.20 -0.35 -5.50 -0.001
C 0.42 0.55 -6.31 -0.535
O 0.72 1.67 -5.96 0.101
O 0.52 0.15 -7.61 -0.024
C 1.06 0.98 -8.69 -0.039
H -0.30 -1.24 -3.61 0.092
H -0.67 0.49 -3.60 0.102
H 0.97 -0.21 -3.85 0.081
H 1.44 0.24 -9.39 0.084
H 1.82 1.73 -8.46 0.085
H 0.33 1.58 -9.22 0.082
C 2.61 1.57 -1.89 -0.037
O 3.41 2.21 -0.91 0.027
C 2.80 2.36 0.28 -0.479
O 1.58 2.27 0.46 0.116
O 3.67 2.85 1.15 0.015
C 3.30 3.26 2.44 -0.030
H 2.03 0.72 -1.53 0.081
H 3.30 1.13 -2.61 0.095
H 2.02 2.33 -2.40 0.118
H 2.36 3.80 2.37 0.111
H 3.82 4.10 2.89 0.093
H 3.31 2.49 3.21 0.086
C -2.73 -0.69 3.03 -0.076
O -3.21 -1.84 3.58 0.009
C -4.08 -2.71 2.99 -0.602
O -4.09 -3.88 3.25 0.125
O -4.70 -2.17 2.00 0.019
C -5.75 -2.78 1.29 -0.041
H -3.39 0.13 3.31 0.098
H -2.61 -0.71 1.94 0.080
H -1.79 -0.33 3.45 0.083
H -5.53 -2.76 0.22 0.095
H -6.61 -2.11 1.30 0.087
H -6.12 -3.76 1.57 0.096
C 2.97 -4.15 3.79 -0.004
O 2.64 -2.92 4.41 -0.019
C 2.17 -1.81 3.82 -0.569
O 1.73 -1.76 2.69 0.112
O 2.03 -0.90 4.75 0.027
C 1.55 0.44 4.40 0.021
H 2.11 -4.33 3.14 0.075
H 3.23 -4.91 4.52 0.094
H 3.89 -3.88 3.28 0.094
H 1.79 0.73 3.38 0.075
H 1.85 1.25 5.07 0.092
H 0.47 0.33 4.47 0.089
```

- HOMO level (alpha / beta) (Eh) = -0.113 / -0.096
- total charge = -2
- orbital gap (alpha / beta) (eV) = 6.7 / 6.2
- multiplicity = 3

=====

No. 4
A molecular structure, C18H36N3V. Source: the Open Molecules 2025 dataset; level of theory: ωB97M-V/def2-TZVPD.

Structure (XYZ):
```
58
Properties=species:S:1:pos:R:3:lowdin_charge:R:1
C 2.73 -2.15 0.90 -0.102
H 3.38 -2.28 1.78 0.102
H 2.23 -3.11 0.72 0.080
H 1.97 -1.41 1.16 0.012
C 3.54 -1.72 -0.33 -0.318
H 2.86 -1.57 -1.18 0.081
H 4.01 -0.75 -0.13 0.110
C 4.62 -2.74 -0.70 -0.096
H 5.19 -2.42 -1.58 0.084
H 5.33 -2.89 0.12 0.088
H 4.17 -3.72 -0.93 0.080
C -1.83 -0.18 -1.01 -0.303
C -1.10 -0.73 -2.15 -0.234
C -0.75 -2.03 -1.79 -0.231
C -1.38 -2.36 -0.51 -0.231
C -2.11 -1.26 -0.08 -0.237
C -3.04 -1.17 1.09 0.013
C -1.30 -3.70 0.14 0.013
C 0.04 -3.01 -2.60 0.010
C -0.83 -0.03 -3.43 0.017
C -2.53 1.14 -1.02 -0.010
V 0.05 -0.56 -0.19 1.026
H -1.59 -3.66 1.19 0.089
H -1.95 -4.42 -0.36 0.118
H -0.29 -4.11 0.10 0.085
H -2.79 -1.90 1.86 0.090
H -3.01 -0.19 1.56 0.081
H -4.07 -1.36 0.79 0.119
H -1.95 1.90 -1.55 0.069
H -3.50 1.06 -1.51 0.118
H -2.70 1.51 -0.01 0.085
H 0.04 -0.44 -3.94 0.090
H -1.68 -0.12 -4.12 0.119
H -0.65 1.03 -3.28 0.083
H 0.73 -3.58 -1.98 0.087
H -0.61 -3.72 -3.10 0.117
H 0.63 -2.51 -3.36 0.088
C 0.31 4.25 -0.76 -0.045
N 0.07 3.74 0.59 -0.124
C 0.14 4.72 1.67 -0.052
C -0.09 2.30 0.82 -0.262
N 0.13 1.49 -0.17 0.035
N -0.36 1.75 2.14 -0.144
C -1.15 2.42 3.16 -0.057
C 0.18 0.45 2.50 -0.042
H 0.42 5.35 -0.80 0.110
H -0.53 3.98 -1.42 0.095
H 1.26 3.83 -1.16 0.103
H -0.85 4.96 2.08 0.089
H 0.85 4.38 2.45 0.108
H 0.52 5.70 1.32 0.106
H 0.41 1.83 -1.10 0.090
H -1.93 1.73 3.53 0.104
H -0.49 2.72 4.01 0.116
H -1.73 3.26 2.76 0.087
H -0.27 -0.35 1.89 0.044
H 1.29 0.47 2.39 0.111
H -0.05 0.19 3.56 0.135
```

- HOMO level (alpha / beta) (Eh) = -0.565 / -0.565
- total charge = +2
- orbital gap (alpha / beta) (eV) = 7.6 / 8.3
- multiplicity = 3

=====

No. 5
3 unconnected molecules or ions with the total composition C18H36N6O3PS. Source: the Open Molecules 2025 dataset; level of theory: ωB97M-V/def2-TZVPD.

Structure (XYZ):
```
65
Properties=species:S:1:pos:R:3:lowdin_charge:R:1
C -3.12 1.25 0.23 0.105
C -2.72 0.21 -0.22 -0.144
C -2.16 -1.02 -0.85 -0.180
C -0.92 -0.56 -1.67 -0.178
C 0.06 -1.72 -1.95 -0.132
C 1.50 -1.46 -1.43 -0.318
C 2.04 -0.12 -1.92 -0.054
N 3.24 0.41 -1.18 0.092
C 3.50 -0.20 0.15 -0.058
C 2.20 -0.67 0.84 -0.484
C 1.33 0.56 1.08 -0.110
C 2.09 1.67 1.86 -0.234
N 2.56 2.63 0.85 0.014
N 2.70 -1.31 2.08 0.077
C 1.91 -1.37 3.02 -0.767
S 0.90 -1.69 4.17 0.813
N 1.52 -1.70 0.05 -0.133
P 2.15 -3.27 0.30 0.716
O 3.57 -3.46 -0.10 -0.397
H -3.56 2.07 0.74 0.022
H -1.84 -1.66 -0.02 0.112
H -2.91 -1.48 -1.49 0.103
H -1.30 -0.21 -2.63 0.126
H -0.48 0.26 -1.11 0.076
H -0.28 -2.60 -1.40 0.088
H 0.12 -2.00 -3.00 0.126
H 2.12 -2.24 -1.90 0.125
H 1.30 0.68 -1.94 0.122
H 2.33 -0.26 -2.96 0.148
H 4.06 0.35 -1.77 0.185
H 3.10 1.42 -1.01 0.149
H 4.19 -1.04 0.02 0.133
H 4.04 0.52 0.76 0.129
H 0.36 0.31 1.51 0.124
H 1.10 1.02 0.12 0.094
H 1.39 2.09 2.59 0.120
H 2.92 1.26 2.42 0.110
H 1.76 3.16 0.50 0.034
H 3.18 3.29 1.31 0.085
H 1.92 -3.67 1.63 0.028
H 1.30 -4.08 -0.49 0.037
C -0.22 5.35 0.63 -0.325
O 0.74 4.73 0.18 -0.028
N -0.12 6.40 1.45 -0.189
C -1.29 7.11 1.94 -0.043
C 1.20 6.85 1.86 -0.028
H -1.25 5.09 0.38 0.138
H -1.25 8.15 1.63 0.095
H -1.32 7.06 3.03 0.094
H -2.20 6.65 1.55 0.086
H 1.78 7.13 0.99 0.097
H 1.72 6.05 2.38 0.090
H 1.11 7.71 2.52 0.091
C -3.09 -4.45 -2.29 -0.370
O -3.59 -3.55 -2.94 0.005
N -3.75 -5.23 -1.41 -0.197
C -3.08 -6.28 -0.67 -0.055
C -5.17 -5.00 -1.20 -0.032
H -2.02 -4.70 -2.38 0.127
H -3.55 -7.24 -0.89 0.093
H -3.17 -6.09 0.41 0.090
H -2.03 -6.33 -0.93 0.079
H -5.71 -5.13 -2.14 0.097
H -5.33 -3.98 -0.85 0.092
H -5.55 -5.70 -0.47 0.088
```

- HOMO level (Eh) = -0.415
- total charge = +1
- orbital gap (eV) = 8.7

=====

No. 6
6 unconnected molecules or ions with the total composition C18H36O14. Source: the Open Molecules 2025 dataset; level of theory: ωB97M-V/def2-TZVPD.

Structure (XYZ):
```
68
Properties=species:S:1:pos:R:3:lowdin_charge:R:1
C -0.36 0.23 -6.99 -0.045
O 0.54 -0.04 -5.95 0.021
C 0.26 0.55 -4.80 -0.618
O -0.47 1.49 -4.64 0.129
O 0.94 -0.06 -3.84 0.009
C 1.04 0.67 -2.62 -0.027
H -1.39 -0.01 -6.71 0.088
H -0.08 -0.40 -7.83 0.097
H -0.32 1.28 -7.29 0.101
H 1.55 0.04 -1.89 0.092
H 0.05 0.92 -2.23 0.073
H 1.63 1.57 -2.76 0.108
C -1.71 4.40 3.87 -0.053
O -0.63 4.64 4.75 0.023
C -0.16 5.88 4.69 -0.642
O -0.62 6.79 4.07 0.127
O 0.92 5.94 5.47 0.010
C 1.60 7.19 5.43 -0.037
H -2.05 3.37 3.95 0.081
H -1.42 4.61 2.84 0.101
H -2.53 5.09 4.08 0.099
H 0.91 8.01 5.63 0.094
H 2.13 7.34 4.49 0.098
H 2.33 7.17 6.24 0.092
C -3.69 -0.90 -4.77 -0.032
O -3.49 0.23 -3.93 -0.033
C -2.85 -0.03 -2.79 -0.626
O -2.57 -1.14 -2.42 0.131
O -2.57 1.09 -2.14 -0.018
C -2.97 2.34 -2.72 -0.020
H -4.09 -0.50 -5.70 0.097
H -4.38 -1.61 -4.32 0.100
H -2.75 -1.41 -4.99 0.094
H -2.20 2.70 -3.41 0.085
H -2.97 3.04 -1.88 0.095
H -3.95 2.32 -3.17 0.098
C 2.23 -2.75 3.16 -0.032
O 2.39 -3.58 4.32 0.019
C 3.17 -4.62 4.19 -0.647
O 3.85 -4.89 3.24 0.125
O 3.08 -5.33 5.31 0.003
C 4.00 -6.42 5.41 -0.043
H 1.68 -3.27 2.38 0.076
H 3.19 -2.44 2.73 0.100
H 1.71 -1.85 3.46 0.089
H 3.88 -7.11 4.58 0.095
H 3.79 -6.95 6.33 0.089
H 5.03 -6.05 5.36 0.097
C -0.38 0.07 0.73 -0.002
C -1.27 0.71 1.78 -0.496
O -0.90 0.83 2.92 0.070
C -2.65 1.17 1.38 -0.005
H 0.62 0.47 0.84 0.090
H -0.78 0.27 -0.26 0.044
H -0.36 -0.99 0.96 0.090
H -2.65 1.53 0.35 0.057
H -2.99 1.98 2.02 0.071
H -3.34 0.33 1.42 0.099
C 0.04 -3.31 -1.69 -0.019
C 1.46 -3.44 -1.21 -0.504
O 1.76 -3.51 -0.06 0.075
C 2.53 -3.51 -2.29 -0.016
H -0.28 -4.10 -2.37 0.088
H -0.13 -2.35 -2.20 0.065
H -0.63 -3.22 -0.83 0.081
H 3.49 -3.25 -1.86 0.083
H 2.31 -2.75 -3.04 0.074
H 2.49 -4.46 -2.82 0.086
```

- relative energy (zero: lowest compared OMol25 entry of this formula, charge and spin) (kcal/mol) = 0.0
- HOMO level (Eh) = -0.350
- SMILES = COC(=O)OC.COC(=O)OC.COC(=O)OC.COC(=O)OC.CC(C)=O.CC(C)=O
- total charge = 0
- orbital gap (eV) = 10.0

=====

No. 7
6 unconnected molecules or ions with the total composition C18H36O18. Source: the Open Molecules 2025 dataset; level of theory: ωB97M-V/def2-TZVPD.

Structure (XYZ):
```
72
Properties=species:S:1:pos:R:3:lowdin_charge:R:1
C 22.20 5.70 2.12 -0.038
O 20.89 5.96 1.67 0.034
C 20.34 7.11 2.05 -0.586
O 20.92 7.99 2.64 0.115
O 19.07 7.10 1.68 0.027
C 18.26 8.18 2.14 -0.022
H 22.18 5.01 2.97 0.078
H 22.77 6.58 2.42 0.083
H 22.75 5.17 1.34 0.103
H 17.24 7.82 2.20 0.099
H 18.33 9.03 1.46 0.071
H 18.60 8.55 3.10 0.083
C 22.20 5.13 6.38 -0.008
O 21.49 4.30 5.46 0.002
C 22.09 3.22 5.00 -0.637
O 23.19 2.84 5.26 0.131
O 21.20 2.61 4.20 -0.005
C 21.55 1.28 3.83 -0.040
H 21.61 6.04 6.49 0.074
H 23.18 5.42 6.02 0.082
H 22.28 4.62 7.34 0.105
H 21.57 0.64 4.71 0.100
H 22.47 1.24 3.26 0.096
H 20.75 0.91 3.18 0.094
C 18.48 13.36 0.61 -0.034
O 19.84 13.28 1.04 0.011
C 20.29 12.05 1.25 -0.621
O 19.71 11.03 0.95 0.114
O 21.50 12.14 1.78 0.022
C 22.15 10.91 2.10 -0.031
H 18.20 14.41 0.65 0.097
H 17.82 12.76 1.23 0.088
H 18.37 13.04 -0.43 0.084
H 23.21 11.16 2.17 0.095
H 22.00 10.15 1.34 0.094
H 21.73 10.50 3.01 0.065
C 21.02 9.02 5.72 -0.042
O 19.73 9.42 5.32 0.008
C 19.61 10.71 5.00 -0.618
O 20.51 11.49 4.91 0.126
O 18.32 10.97 4.80 0.009
C 18.02 12.31 4.42 -0.022
H 21.38 9.61 6.57 0.107
H 21.74 9.13 4.91 0.064
H 20.98 7.97 5.98 0.078
H 17.16 12.25 3.74 0.092
H 18.85 12.78 3.90 0.090
H 17.69 12.84 5.32 0.100
C 25.40 4.96 4.02 -0.031
O 25.15 6.04 4.92 -0.012
C 24.98 7.23 4.33 -0.620
O 25.17 7.46 3.16 0.125
O 24.51 8.08 5.23 0.004
C 24.58 9.47 4.91 -0.022
H 25.50 4.08 4.66 0.092
H 26.35 5.07 3.49 0.101
H 24.56 4.79 3.35 0.082
H 23.72 9.95 5.36 0.081
H 24.60 9.59 3.83 0.087
H 25.50 9.90 5.31 0.101
C 13.06 11.31 -3.35 -0.050
O 14.17 10.44 -3.18 0.010
C 15.07 10.82 -2.27 -0.619
O 14.92 11.68 -1.45 0.130
O 16.17 10.09 -2.43 0.017
C 17.08 10.14 -1.35 -0.051
H 13.33 12.35 -3.22 0.095
H 12.25 11.08 -2.66 0.097
H 12.70 11.19 -4.37 0.093
H 17.86 9.41 -1.53 0.101
H 16.66 9.87 -0.38 0.097
H 17.53 11.13 -1.25 0.074
```

- relative energy (zero: lowest compared OMol25 entry of this formula, charge and spin) (kcal/mol) = 0.0
- HOMO level (Eh) = -0.395
- SMILES = COC(=O)OC.COC(=O)OC.COC(=O)OC.COC(=O)OC.COC(=O)OC.COC(=O)OC
- total charge = 0
- orbital gap (eV) = 11.4

=====

For the records above, the corresponding max |F| values read 1.77 4.45 6.38 4.21 1.70 1.45 1.38 eV/Å.